21
Properties=species:S:1:pos:R:3 method="wB97M-V/def2-TZVPD" gap_ha=0.4127 e_homo_ev=-10.454 e_lumo_ha=0.0286 total_energy_ev=-24314.3749
H -1.578 -1.743 1.326
O 2.039 -0.609 0.762
H -2.689 1.703 1.027
C 2.205 -0.376 -1.779
H 3.057 -1.051 -1.556
H -0.326 -2.945 1.111
H 2.786 1.398 1.983
O -0.524 -1.925 -0.474
H -0.937 2.161 1.526
C -1.094 -2.468 0.663
N 2.538 1.838 1.123
C 2.075 0.778 0.577
O -1.060 0.206 -1.784
H 2.792 0.448 -2.135
H 1.660 -0.774 -2.644
P -0.471 -0.292 -0.572
O -1.020 0.245 0.802
C 1.331 -0.143 -0.363
H -1.262 2.059 -0.191
H -1.771 -3.188 0.261
C -1.575 1.591 0.812

=====

15
Properties=species:S:1:pos:R:3 method="wB97M-V/def2-TZVPD" gap_ha=0.3510 smiles=Cc1cnc[nH]1.O e_homo_ev=-8.854 e_lumo_ha=0.0256 total_energy_ev=-9303.8987
N 0.414 -0.329 1.358
H -1.280 1.746 -0.591
H 1.512 -2.373 1.624
H 0.457 0.254 -2.213
C -0.504 -0.990 -0.496
H -0.757 2.272 0.964
C 0.867 -1.681 1.048
H 1.892 0.480 -1.926
C -1.218 1.411 0.508
O 1.316 0.647 -2.557
N 0.232 -2.078 -0.061
H 0.727 0.090 2.110
C -0.506 0.095 0.391
H -1.060 -1.041 -1.372
H -2.091 1.498 1.212

=====

19
Properties=species:S:1:pos:R:3 method="wB97M-V/def2-TZVPD" gap_ha=0.3021 e_homo_ev=-7.734 e_lumo_ha=0.0179 total_energy_ev=-9824.4978
H 2.988 0.298 -1.162
H 1.557 1.918 -0.740
N -1.411 -0.570 0.169
N 0.727 -1.356 -0.162
H 1.237 0.603 -1.878
H -1.028 -2.234 -1.306
H -4.298 1.342 0.492
H -0.806 0.426 -0.049
C -2.716 -0.510 0.234
H 2.653 -1.018 0.759
C -3.069 0.982 0.043
H 3.004 0.738 1.411
C -0.520 -1.463 -0.415
H 1.817 -0.398 1.974
N 1.067 0.161 0.169
C 1.833 0.680 -0.991
C 2.219 -0.039 1.072
H -3.115 -1.467 0.288
H -2.137 1.908 0.095

=====

68
Properties=species:S:1:pos:R:3 method="wB97M-V/def2-TZVPD" gap_ha=0.2456 e_homo_ev=-16.943 e_lumo_ha=-0.3770 total_charge=+3 total_energy_ev=-63701.6985
C 1.292 0.785 3.041
H 1.768 -0.180 -4.064
H 2.145 0.328 2.547
H -4.332 1.878 0.442
C -1.135 2.793 0.913
I 6.028 1.994 -0.991
C -3.667 0.447 2.516
H -3.575 0.079 3.535
H 3.495 -1.841 -1.251
H 1.141 2.251 -3.418
C 0.080 1.062 2.168
H 1.030 0.161 3.889
H -1.509 1.097 -2.789
H 0.660 -2.855 -1.925
H -0.500 4.833 0.859
C 1.346 3.033 1.185
H 0.020 0.045 -3.862
H 2.476 -5.798 -1.084
H -1.811 -2.748 -2.140
C 3.721 -4.025 -1.511
H -2.062 4.588 0.122
C 0.984 0.083 -3.354
H -1.723 -1.046 -2.620
H 1.360 3.883 1.874
H -2.060 -1.409 3.227
S 1.707 -1.779 1.156
C -3.649 2.688 0.695
C -1.081 4.143 0.246
H 1.414 3.450 0.181
H -1.754 2.128 -1.352
N 3.168 -2.758 -0.985
C 2.404 -2.962 0.070
H 2.168 1.472 -2.196
H -4.151 3.304 1.445
H 2.238 2.452 1.381
I 4.062 0.589 0.114
H -0.592 4.117 -0.730
H 4.807 -4.005 -1.454
N 2.286 -4.247 0.338
O 0.206 1.595 -1.667
C -2.397 -1.640 0.035
C -1.114 1.923 -2.202
C -1.220 -1.836 -2.059
C -2.351 0.991 2.019
H 3.425 -4.166 -2.549
C 1.206 1.427 -2.708
H 3.858 -5.618 0.008
H -1.197 -0.466 4.410
H -3.527 3.307 -0.190
C 0.081 2.239 1.371
In 0.536 -0.046 -0.145
H -0.300 -1.420 3.243
H 1.761 -4.606 1.120
O 0.969 -0.869 -2.259
H -4.054 -0.376 1.908
H -4.432 1.217 2.526
C -1.159 0.407 2.445
H -2.745 -2.653 -0.155
C 0.199 -2.068 -2.519
C -1.177 -0.788 3.365
C -2.338 2.150 1.207
H 0.265 -2.330 -3.575
H -2.194 -1.503 1.088
H -1.008 2.809 -2.825
O -1.133 -1.457 -0.662
H -3.121 -0.908 -0.322
C 3.105 -5.080 -0.564
H 1.656 1.733 3.439

=====

143
Properties=species:S:1:pos:R:3 method="wB97M-V/def2-TZVPD" gap_ha=0.2738 e_homo_ev=-9.663 e_lumo_ha=-0.0813 total_charge=+1 total_energy_ev=-95674.0675
H -5.237 -4.114 -3.901
H -8.679 -1.302 2.957
H 3.396 2.527 0.778
C 4.969 -5.306 -0.547
H 1.222 4.438 -2.964
H -7.362 2.053 1.065
C -7.620 1.061 1.446
H 0.314 0.577 -2.665
H -5.487 -3.148 4.294
H -1.048 8.496 0.628
H 4.807 -3.179 -1.971
H 1.647 5.415 1.996
H 3.183 -0.975 3.482
H 2.796 6.632 2.535
N -4.473 -1.376 2.732
H -2.840 -4.772 -6.398
H 3.318 7.603 -2.726
H -8.559 -2.331 4.366
C 2.399 -0.399 -0.080
H 1.307 -1.610 -4.445
O 2.088 4.611 -0.631
C -4.481 -3.344 -4.081
H -1.628 -5.749 -5.578
H -5.293 -1.674 5.260
C -6.118 1.531 3.285
N 1.655 6.389 -2.285
H 1.871 8.492 -2.190
H -2.688 -0.605 -0.650
H -6.875 2.299 3.464
H 0.061 -3.528 -4.952
C 5.180 1.396 2.933
H 3.357 5.250 1.564
C -2.588 -4.986 -2.390
H 2.197 5.391 -4.071
C 2.780 -3.080 -2.847
C 3.711 -5.004 -1.387
H -1.566 -5.108 -2.020
H 3.296 -7.097 -1.565
C 1.374 5.445 -3.353
C -6.010 -2.294 4.720
H 2.325 -6.104 -2.639
H 3.245 8.370 -0.467
H 2.122 -3.835 -3.277
C 3.575 0.399 0.557
C 0.874 -1.500 -2.257
H 3.667 -0.826 -1.805
P -0.722 -1.796 -1.289
C 2.541 5.971 1.703
C -1.656 -0.285 -0.832
H 5.210 -0.334 4.851
H -0.020 -3.917 -0.352
H -1.338 0.203 0.096
H -0.351 -2.791 1.016
H 1.817 -2.055 3.954
H 1.868 -3.751 0.914
H -1.646 -3.534 0.110
H 4.195 6.859 -0.441
H 2.157 1.521 -1.105
H -2.992 -2.862 2.613
C 2.026 -1.771 1.844
H -7.753 0.412 0.582
C 3.119 1.637 1.351
C -2.621 -5.299 -5.465
C -0.332 -3.054 -4.036
C 1.559 0.629 -0.898
O 5.615 1.645 4.269
C -3.546 -0.294 2.994
H -3.335 -6.109 -5.297
H -4.500 -3.264 1.804
H -3.419 0.373 2.129
H -0.149 -3.793 -3.237
H -3.855 0.296 3.858
H 0.089 7.559 1.570
H -2.012 7.136 -0.779
H 5.310 0.309 2.787
H 1.996 0.214 -2.957
H 3.693 2.894 2.982
P 1.327 5.927 -0.681
P -6.084 -1.063 2.157
H 3.113 -2.371 -3.605
H 2.298 -3.760 2.612
N -6.706 -1.503 3.709
C -0.050 8.054 0.611
H 3.994 7.861 1.009
C 3.065 -1.377 -1.080
C -3.806 -2.447 2.009
C 1.165 0.032 -2.263
H 2.832 -4.767 -0.777
N -6.595 0.548 2.343
H 4.046 0.873 5.423
H -8.406 -0.574 4.541
C 2.224 7.629 -2.759
C -1.093 7.015 -1.353
H -0.230 -0.964 -3.966
C 0.474 -1.773 -3.757
C -0.650 -3.095 0.009
H 5.576 -4.403 -0.440
C 3.485 7.483 0.121
H 4.138 0.771 -0.308
H 0.661 8.877 0.532
C 2.450 -3.227 1.670
H -2.999 -5.994 -2.524
H -4.556 -2.597 -3.284
H -3.199 -4.506 -1.620
C -8.157 -1.428 3.905
H 5.854 1.887 2.228
H 1.938 7.819 -3.797
H 5.601 -6.023 -1.078
H -1.703 0.424 -1.658
N 2.089 -2.272 -1.789
C 5.107 0.711 5.183
H -1.146 6.035 -1.827
H -2.565 -0.695 3.261
H -1.078 7.770 -2.145
H 4.060 -6.416 -3.042
H 2.034 1.700 1.457
H 5.641 0.828 6.128
H -3.395 -2.100 1.055
C 3.723 1.819 2.772
H 1.451 -0.437 3.379
H 0.719 0.960 -0.291
H 4.256 -0.274 1.090
H 1.828 -2.952 -1.068
H -5.898 1.097 4.263
H 3.780 -1.959 -0.495
H -6.707 -2.691 5.461
Si -2.744 -4.079 -4.036
O -1.696 -2.768 -4.232
H -8.586 1.127 1.962
C 3.337 -6.241 -2.245
H 4.455 -4.292 -3.256
H -5.223 2.040 2.911
C 4.023 -3.829 -2.362
H 3.053 1.368 3.504
C 2.152 -1.265 3.273
N 1.549 -1.007 0.937
N 2.288 6.758 0.502
N 0.105 7.140 -0.517
H 4.708 -5.735 0.422
H 0.461 5.731 -3.893
H 3.514 -3.327 1.418
O -5.736 -1.057 0.678
H -4.700 -2.889 -5.050

=====

9
Properties=species:S:1:pos:R:3 method="wB97M-V/def2-TZVPD" gap_ha="0.3546 / 0.2502" e_homo_ev="-10.210 / -9.582" e_lumo_ha="-0.0206 / -0.1019" total_energy_ev=-27468.4394
C 1.371 1.197 0.028
N 1.263 2.281 0.402
H -1.788 0.813 0.297
C -2.082 -0.211 0.272
Cl 2.276 -1.552 0.773
P 1.472 -0.506 -0.656
H -1.885 -0.830 1.145
H -2.935 -0.545 -0.399
O 2.308 -0.648 -1.862

=====

76
Properties=species:S:1:pos:R:3 method="wB97M-V/def2-TZVPD" gap_ha=0.1789 e_homo_ev=-1.558 e_lumo_ha=0.1216 total_charge=-2 total_energy_ev=-220596.8328
C 0.603 0.005 -3.229
Se -2.654 2.316 -0.043
H -5.259 2.341 -1.387
H -6.454 0.086 2.047
C -4.341 1.584 3.266
H -8.782 0.778 1.709
C 1.884 -2.035 -3.926
F 0.832 -5.291 -5.172
C -4.264 -1.947 -0.517
C -2.897 -0.495 4.401
C -0.503 -2.100 -4.036
H -4.592 2.305 5.266
H -7.752 1.839 -4.186
C 1.945 -3.338 -4.403
H -9.798 -2.303 2.457
H 1.488 0.606 -3.451
H -8.357 -2.201 4.470
C -7.782 -0.219 -1.494
H -4.863 -1.083 -2.979
C -6.533 -2.186 3.342
C -8.018 1.120 1.021
H -8.779 -2.388 0.212
S 1.835 0.931 1.978
H -4.899 -2.168 1.967
C -4.177 1.525 4.640
H -1.358 -3.958 -4.716
N -2.279 -1.083 -0.202
H -5.890 -2.167 4.213
N -2.151 -2.309 -0.700
C -3.072 -0.443 3.023
Ba 0.612 -0.506 -0.312
H -4.874 2.416 2.820
C 4.000 0.784 4.099
C -6.580 -0.887 -1.701
C -8.344 1.965 -0.030
N 5.511 -2.272 3.779
C -3.583 -0.815 -0.084
C 0.776 -4.004 -4.697
C -7.911 -2.205 3.482
C 0.660 -1.346 -3.738
H 2.808 -1.522 -3.680
C -7.424 1.075 -3.491
N -3.339 -2.855 -0.908
H -3.315 0.441 6.283
H -5.591 0.678 -4.542
Se -6.537 -4.130 -1.632
C -8.206 0.752 -2.393
S 2.845 -1.849 1.229
H -2.305 -1.291 4.834
H -9.369 2.290 -0.166
C -3.806 0.589 2.449
H -7.603 3.054 -1.727
C -6.701 0.721 1.206
C -8.152 -2.278 1.088
C -8.721 -2.258 2.352
C -6.040 1.987 -0.726
H -8.386 -0.435 -0.624
H -9.143 1.269 -2.222
C -5.797 -0.560 -2.809
C -3.455 0.482 5.210
C -5.701 1.147 0.333
C -6.213 0.423 -3.693
C 2.912 -0.419 2.216
H -2.617 -1.200 2.394
N 4.175 1.667 4.822
P -3.936 0.781 0.641
C 3.858 -0.357 3.241
H -0.320 0.541 -3.453
H 2.895 -3.842 -4.539
H -1.472 -1.641 -3.869
C -0.451 -3.403 -4.506
C -5.967 -2.185 2.072
C -6.766 -2.201 0.939
C 4.760 -1.438 3.510
P -6.011 -2.309 -0.715
C -7.354 2.394 -0.904

=====

13
Properties=species:S:1:pos:R:3 method="wB97M-V/def2-TZVPD" gap_ha="0.2846 / 0.2580" smiles="CC(C)=[SH]#[N+][O-]" e_homo_ev="-7.014 / -7.365" e_lumo_ha="0.0268 / -0.0127" total_energy_ev=-17592.1322
C -1.005 1.083 -0.179
C 0.123 0.172 0.105
H 1.539 1.685 -0.167
O -0.693 -2.858 -1.086
H 2.153 0.052 0.462
H -0.660 1.480 -1.179
H -1.939 0.498 0.009
H 1.759 0.370 -1.211
N -0.903 -2.803 0.077
S 0.071 -1.195 1.087
C 1.569 0.613 -0.210
H -0.992 1.915 0.555
H -1.019 -1.012 1.737